Density functional theory data (ωB97M-V with the def2-TZVPD basis set) for C2H2O2Tb as an isolated structure in a non-equilibrium geometry.

Structure (XYZ):
```
7
Properties=species:S:1:pos:R:3:forces:R:3:lowdin_spin:R:1
O -2.3888 0.6852 -0.1815 2.121 -3.574 0.802 -0.188
C -1.0488 0.6765 0.0417 -2.267 3.206 -0.504 -0.162
C -0.4715 -0.5320 0.2223 -0.758 -5.718 -2.831 -0.286
O 0.8109 -0.8440 -0.1524 -3.276 0.463 1.622 -0.244
Tb 1.4451 1.1716 0.1902 0.421 1.185 0.029 6.865
H -1.4670 -1.3735 0.0693 3.089 0.875 0.902 0.005
H -2.6987 -0.4013 -0.1728 0.669 3.563 -0.021 0.010
```
Forces are in eV/Å.

Summary:
Energy above the lowest of the compared OMol25 structures with the same formula, charge and spin in eV: 1.5082
Net charge: +1
Energy in a.u.: -1051.91014
Max |F| in eV Å⁻¹: 6.4
HOMO energy (alpha / beta) in eV: -13.013 / -12.946
2S+1: 7

Density functional theory data (ωB97M-V with the def2-TZVPD basis set) for a 2-piece molecular cluster, C9H17N2P overall in a non-equilibrium geometry.

Structure (XYZ):
```
29
Properties=species:S:1:pos:R:3:forces:R:3:nbo_charge:R:1
C -3.6091 -0.3817 -0.5163 -2.189 -1.105 -0.447 -0.093
C -2.3894 -0.0089 -0.8047 2.492 1.520 -1.230 -0.104
C -2.7174 0.0855 1.3545 2.152 0.843 0.258 0.186
C -0.0707 -2.7318 0.2112 -1.125 0.289 1.580 -0.648
C 3.0473 0.7321 0.9028 -0.453 -0.910 1.823 -0.620
C -0.2063 3.0782 -1.1574 -1.697 1.898 -1.426 -0.569
C 1.0089 -1.6541 0.4419 -0.207 0.184 -0.914 -0.407
C 2.3353 0.3154 -0.3346 1.113 -0.008 -3.697 -0.410
C 0.9021 -0.2771 -0.3705 -0.003 -0.670 1.713 -0.560
N -3.7932 -0.3392 0.8211 -2.272 -0.757 1.418 -0.455
N -1.7669 0.3438 0.3705 -0.077 -0.537 0.160 -0.690
P -0.1656 0.9174 0.5612 0.562 -0.458 1.068 0.829
H -4.3582 -0.7225 -1.2191 -0.086 0.122 0.277 0.210
H -1.9622 0.2667 -1.7487 0.290 -0.331 -0.228 0.214
H -2.4252 0.2662 2.4009 -0.619 -0.264 -0.594 0.205
H -0.3883 -3.0972 1.2223 1.229 -0.875 -0.658 0.221
H -1.1045 -2.3857 0.0678 0.409 0.552 -1.313 0.225
H 0.2529 -3.4985 -0.5136 -0.536 0.252 0.574 0.218
H 3.0318 -0.0421 1.6909 0.100 -0.014 -0.426 0.206
H 4.0803 1.0082 0.7717 0.316 0.007 -0.494 0.222
H 2.5707 1.5461 1.3801 -0.547 1.201 0.457 0.209
H -1.2940 2.8181 -1.2509 1.178 -0.771 -0.423 0.169
H 0.4570 3.0231 -2.0750 -0.822 0.192 1.472 0.188
H -0.3302 3.9638 -0.5037 1.369 -0.329 -0.404 0.181
H 1.9596 -2.1099 0.0387 -0.631 0.474 1.083 0.208
H 1.0203 -1.4253 1.5470 0.552 -0.177 -1.246 0.214
H 2.3937 1.1742 -1.0851 -0.167 -0.874 0.898 0.207
H 3.0136 -0.4678 -0.8006 -0.871 0.684 0.211 0.205
H 0.5077 -0.3973 -1.4024 0.541 -0.137 0.508 0.238
```
Forces are in eV/Å.

Summary:
Energy in a.u.: -803.80282
Max |F| in eV Å⁻¹: 3.9
HOMO energy (alpha / beta) in eV: -6.659 / -9.126
2S+1: 3

Density functional theory data (ωB97M-V with the def2-TZVPD basis set) for a 2-piece molecular cluster, C6H12O2S2 overall in a non-equilibrium geometry.

Structure (XYZ):
```
22
Properties=species:S:1:pos:R:3:forces:R:3:nbo_charge:R:1
C -1.9884 -1.1734 0.9655 -0.046 -0.483 -0.108 -0.557
C -2.5901 0.0296 0.2537 -0.655 -0.019 -0.092 -0.548
S -1.3509 1.1072 -0.5059 -0.813 0.661 0.693 0.263
C -0.4062 1.5476 0.9731 0.285 0.757 0.326 -0.550
C 0.1955 0.3445 1.6850 0.463 -0.133 0.009 -0.552
S -1.0438 -0.7331 2.4445 -0.026 -0.014 -0.044 0.203
H -1.3495 -1.7533 0.2720 -0.269 0.243 0.309 0.222
H -2.7901 -1.8461 1.3266 0.343 0.324 -0.189 0.235
H -3.2197 0.6160 0.9503 0.330 -0.229 -0.337 0.226
H -3.2338 -0.3023 -0.5835 0.277 0.131 0.371 0.234
H 0.3954 2.2202 0.6120 -0.479 -0.447 0.192 0.269
H -1.0451 2.1274 1.6667 0.154 -0.344 -0.373 0.222
H 0.8251 -0.2418 0.9884 -0.351 0.309 0.463 0.225
H 0.8392 0.6764 2.5222 -0.291 -0.113 -0.414 0.239
C 2.9565 -0.6356 -1.9856 0.824 0.050 -0.059 -0.725
C 1.7568 0.0645 -1.4208 -0.726 -0.554 -0.424 0.799
O 1.7603 1.1038 -0.7996 0.374 -0.296 -0.380 -0.632
O 0.6159 -0.6222 -1.6924 1.396 0.176 0.061 -0.734
H 3.8731 -0.0663 -1.7568 -0.478 -0.217 -0.073 0.233
H 2.8655 -0.7307 -3.0807 -0.081 -0.035 0.473 0.243
H 3.0518 -1.6452 -1.5515 -0.161 0.376 -0.232 0.241
H -0.1175 -0.0869 -1.2829 -0.069 -0.144 -0.169 0.446
```
Forces are in eV/Å.

Summary:
Energy above the lowest of the compared OMol25 structures with the same formula, charge and spin in eV: 0.2928
Energy in a.u.: -1182.69393
Max |F| in eV Å⁻¹: 1.4
SMILES: C1CSCCS1.CC(=O)O
HOMO energy in eV: -8.697